# 1
Formula: C18H54O9
Source: the Open Molecules 2025 dataset
Level of theory: ωB97M-V with the def2-TZVPD basis set

Element x y z (Å)
C: -9.9750 -13.8192 -5.8538
C: -10.4112 -12.6105 -6.6289
O: -10.3946 -13.1256 -7.9121
H: -9.2674 -14.4619 -6.3776
H: -10.7809 -14.5160 -5.6239
H: -9.6103 -13.5733 -4.8565
H: -9.6847 -11.8100 -6.4889
H: -11.3759 -12.2992 -6.2282
H: -10.6596 -12.4213 -8.5082
C: -14.5927 -14.0223 -11.5916
C: -14.6820 -15.1508 -12.6634
O: -15.9102 -15.1037 -13.3188
H: -13.5804 -13.9581 -11.1927
H: -15.2037 -14.1369 -10.6963
H: -14.7781 -12.9944 -11.9034
H: -14.2687 -16.0936 -12.3048
H: -13.8125 -15.0635 -13.3149
H: -15.8261 -15.4129 -14.2237
C: -14.2518 -11.5846 -14.4316
C: -13.1568 -11.7696 -15.4493
O: -12.3473 -12.8975 -14.9195
H: -13.6975 -11.2040 -13.5737
H: -14.8051 -12.4718 -14.1239
H: -14.9324 -10.7697 -14.6785
H: -12.4862 -10.9177 -15.5622
H: -13.5895 -12.0708 -16.4033
H: -12.4977 -13.7178 -15.3949
C: -9.8471 -8.4964 -7.3556
C: -8.9038 -8.2958 -8.5528
O: -9.0204 -6.9536 -8.6937
H: -9.4730 -7.9641 -6.4810
H: -10.0426 -9.5445 -7.1290
H: -10.8085 -7.9977 -7.4780
H: -9.2370 -8.9323 -9.3725
H: -7.9131 -8.7088 -8.3629
H: -8.5358 -6.5895 -7.9493
C: -8.8336 -15.1142 -11.9083
C: -9.8030 -14.6551 -10.8224
O: -9.4088 -15.2411 -9.5409
H: -7.7575 -14.9777 -11.8014
H: -9.1009 -14.4336 -12.7167
H: -8.8149 -16.1431 -12.2676
H: -10.8606 -14.8293 -11.0205
H: -9.6975 -13.5706 -10.7929
H: -9.8054 -14.6340 -8.9118
C: -8.9257 -10.3280 -12.1009
C: -9.6362 -11.3732 -12.9888
O: -10.8153 -11.8857 -12.3830
H: -8.5283 -10.7630 -11.1839
H: -9.7623 -9.6334 -12.0251
H: -8.0875 -9.7755 -12.5255
H: -9.0891 -12.2860 -13.2244
H: -9.8972 -10.9150 -13.9427
H: -11.4189 -12.2629 -13.0272
C: -11.2677 -7.6410 -13.3971
C: -12.6483 -7.5412 -14.1904
O: -12.1894 -6.9831 -15.3836
H: -10.5186 -8.1469 -14.0064
H: -11.3563 -8.2632 -12.5065
H: -10.8844 -6.6431 -13.1843
H: -13.4592 -7.0080 -13.6941
H: -13.0010 -8.5679 -14.2877
H: -11.7602 -6.1599 -15.1394
C: -13.4742 -10.3248 -10.1362
C: -12.0970 -9.8339 -9.8042
O: -11.1134 -10.8688 -9.6781
H: -14.1931 -9.5201 -10.2902
H: -13.8275 -10.8149 -9.2289
H: -13.5143 -10.9810 -11.0056
H: -12.0924 -9.4238 -8.7943
H: -11.7789 -9.0235 -10.4601
H: -10.6921 -10.9791 -10.5336
C: -14.1032 -9.3905 -6.6025
C: -12.9112 -9.3632 -5.6742
O: -12.5893 -8.0253 -5.4942
H: -14.0933 -10.4277 -6.9373
H: -14.1187 -8.6776 -7.4269
H: -15.0146 -9.1563 -6.0524
H: -12.1106 -9.8236 -6.2531
H: -13.2000 -9.8123 -4.7239
H: -13.2692 -7.4965 -5.9181

Properties
Energy above the lowest of the compared OMol25 structures with the same formula, charge and spin (kcal/mol): 76.4
Net charge: +1
LUMO energy (alpha / beta) (eV): -2.46 / -9.23
DFT total energy (eV): -37954.987
2S+1: 2
Gap between HOMO and LUMO (alpha / beta) (eV): 9.43 / 2.66
HOMO energy (alpha / beta) (eV): -11.8928 / -11.8907

=====

# 2
Formula: C18H55N3O11
Source: the Open Molecules 2025 dataset
Level of theory: ωB97M-V with the def2-TZVPD basis set

Element x y z (Å)
C: 1.5155 5.7931 -0.1250
O: 2.2683 6.6418 0.6713
C: 1.5874 7.7249 1.2127
C: 2.5970 8.7221 1.8947
N: 3.1184 8.2067 3.1344
C: 4.0084 9.2609 3.6707
C: 4.6040 8.8603 5.0175
O: 5.2716 9.8454 5.7911
C: 4.4010 10.8498 6.3377
H: 1.4783 6.1813 -1.1428
H: 0.4975 5.7832 0.2644
H: 1.9942 4.8141 -0.1006
H: 0.8219 7.4861 1.9510
H: 1.0133 8.3070 0.4918
H: 2.0260 9.6224 2.1213
H: 3.4492 8.9861 1.2685
H: 3.6174 7.3769 2.8469
H: 3.4374 10.1729 3.8448
H: 4.8587 9.4351 3.0114
H: 5.3689 8.0928 4.8993
H: 3.7903 8.5448 5.6705
H: 3.3342 10.6827 6.1889
H: 4.5624 11.8120 5.8517
H: 4.6501 10.8597 7.3988
C: -5.2384 -4.7421 -6.9173
O: -5.8244 -5.3900 -5.8277
C: -7.1776 -5.8400 -6.0249
C: -7.3979 -6.9310 -7.1186
N: -6.8054 -8.2388 -6.7646
C: -7.0039 -9.2417 -7.9051
C: -6.2574 -10.5639 -7.5999
O: -4.8421 -10.2784 -7.4221
C: -4.0277 -11.4879 -7.5052
H: -5.8783 -3.8733 -7.0716
H: -5.0925 -5.3270 -7.8254
H: -4.2269 -4.4566 -6.6284
H: -7.7324 -4.9707 -6.3780
H: -7.7171 -6.2150 -5.1552
H: -6.9310 -6.5980 -8.0455
H: -8.4661 -7.0548 -7.2964
H: -5.8156 -8.0844 -6.6362
H: -6.7130 -8.8628 -8.8849
H: -8.0715 -9.4606 -7.9284
H: -6.3357 -11.2652 -8.4306
H: -6.5885 -11.1009 -6.7110
H: -2.9567 -11.3472 -7.3598
H: -4.0944 -11.9455 -8.4922
H: -4.4014 -12.2223 -6.7917
C: -0.7358 0.8474 3.4949
O: 0.2966 0.7301 4.4147
C: 1.0046 1.9703 4.6737
C: 2.0892 1.8076 5.7648
N: 2.8474 0.6185 5.4742
C: 3.9784 0.2836 6.2849
C: 4.8037 1.4013 7.1085
O: 4.0628 1.8460 8.1781
C: 4.8138 1.8382 9.4269
H: -0.3053 1.1331 2.5352
H: -1.5133 1.5396 3.8182
H: -1.1618 -0.1556 3.5212
H: 0.3139 2.7669 4.9503
H: 1.4137 2.3568 3.7402
H: 1.5912 1.6090 6.7138
H: 2.6704 2.7215 5.8877
H: 2.1953 -0.1492 5.5479
H: 4.6851 -0.3943 5.8063
H: 3.6418 -0.4725 6.9942
H: 4.8188 2.2302 6.4009
H: 5.8072 1.0783 7.3855
H: 5.1260 0.8366 9.7228
H: 4.1544 2.2359 10.1983
H: 5.6960 2.4644 9.2941
O: -0.4858 2.4583 -6.5272
H: -0.5971 1.7131 -5.9369
H: 0.1564 2.1603 -7.1714
O: 2.8684 -6.3597 -3.0119
H: 2.7053 -7.2975 -3.1125
H: 2.0407 -5.9447 -3.2546
O: 2.4525 -1.4440 0.4512
H: 1.9952 -2.0056 1.0771
H: 2.8186 -0.7386 0.9847
O: -0.1284 -1.3521 -3.6081
H: -0.5218 -2.2238 -3.5679
H: 0.3118 -1.2483 -2.7645
O: -1.2812 -5.5139 -3.5164
H: -1.7688 -6.0297 -4.1586
H: -1.5358 -5.8815 -2.6701

Properties
Energy above the lowest of the compared OMol25 structures with the same formula, charge and spin (kcal/mol): 92.1
Net charge: 0
LUMO energy (eV): 0.38
DFT total energy (eV): -46544.279
Gap between HOMO and LUMO (eV): 8.64
HOMO energy (eV): -8.2593
SMILES: COCCNCCOC.COCCNCCOC.COCCNCCOC.O.O.O.O.O

=====

# 3
Formula: C18H55N3O11
Source: the Open Molecules 2025 dataset
Level of theory: ωB97M-V with the def2-TZVPD basis set

Element x y z (Å)
C: -1.9987 -2.8346 2.2261
O: -1.6083 -3.7868 1.2517
C: -0.4161 -3.3390 0.5038
C: 0.8473 -3.7423 1.2743
N: 1.9722 -3.3277 0.3757
C: 3.2515 -3.3303 1.0669
C: 4.3616 -2.7804 0.2142
O: 4.0312 -1.5459 -0.3871
C: 4.1998 -0.4316 0.4051
H: -3.0350 -3.0631 2.4750
H: -1.8570 -1.7974 1.9224
H: -1.3892 -2.9199 3.1258
H: -0.3337 -2.2522 0.4937
H: -0.3596 -3.6216 -0.5474
H: 0.8442 -4.7893 1.5773
H: 0.9714 -3.1400 2.1743
H: 1.8686 -2.4028 -0.0166
H: 3.5366 -4.3335 1.3840
H: 3.2166 -2.8618 2.0505
H: 4.6910 -3.4284 -0.5980
H: 5.2546 -2.7072 0.8349
H: 5.2550 -0.5445 0.6538
H: 3.5753 -0.4433 1.2984
H: 4.0858 0.4748 -0.1895
C: 2.7983 0.9962 8.3689
O: 1.8527 1.2694 7.3519
C: 2.4598 1.2498 6.0246
C: 1.5697 1.9176 5.0454
N: 2.2433 2.1361 3.7444
C: 1.4072 3.0438 2.9005
C: 1.2021 4.5060 3.3830
O: 2.4491 5.2022 3.1421
C: 2.3899 6.6212 3.4037
H: 2.1932 1.0505 9.2739
H: 3.6636 1.6590 8.3798
H: 3.1865 -0.0209 8.3158
H: 2.5301 0.2248 5.6606
H: 3.4214 1.7615 5.9849
H: 1.3593 2.9272 5.3982
H: 0.6946 1.2687 5.0131
H: 3.1516 2.5776 3.7320
H: 0.4158 2.6383 2.6984
H: 1.9055 3.0821 1.9318
H: 0.9190 4.5316 4.4353
H: 0.4134 4.8981 2.7409
H: 3.4043 6.9600 3.6143
H: 1.7404 6.8250 4.2549
H: 1.9172 7.1953 2.6067
C: -2.2519 -0.6669 -2.0178
O: -2.7429 -0.6287 -3.3655
C: -3.5386 0.5161 -3.6585
C: -3.5743 0.5819 -5.2288
N: -4.6384 -0.2409 -5.7793
C: -4.3502 -0.2507 -7.2110
C: -5.2700 -1.2120 -7.8619
O: -5.1105 -2.5126 -7.3771
C: -5.6917 -3.5980 -8.0398
H: -1.6395 0.2302 -1.9270
H: -1.6643 -1.5671 -1.8376
H: -3.0074 -0.5974 -1.2352
H: -3.0664 1.4105 -3.2520
H: -4.5702 0.4026 -3.3253
H: -2.6209 0.2500 -5.6399
H: -3.7422 1.6095 -5.5514
H: -4.5431 -1.2101 -5.5116
H: -3.3968 -0.7698 -7.3097
H: -4.3577 0.7200 -7.7067
H: -4.9729 -1.2189 -8.9106
H: -6.2825 -0.8090 -7.8841
H: -6.7803 -3.6035 -8.0952
H: -5.3519 -4.5171 -7.5625
H: -5.3663 -3.6225 -9.0798
O: 0.0064 1.9606 -3.1558
H: 0.4833 1.1482 -3.3255
H: -0.3000 1.8750 -2.2531
O: 1.6100 -0.7365 2.9634
H: 0.9890 -0.5746 2.2533
H: 1.8273 0.1346 3.2955
O: -0.8456 2.4325 -0.6024
H: -0.7544 3.3491 -0.3419
H: -1.6107 2.1206 -0.1192
O: 1.6029 -1.0799 -1.5199
H: 2.4995 -1.3582 -1.3329
H: 1.6568 -0.6565 -2.3766
O: 0.4127 0.2259 0.6626
H: -0.0038 1.0499 0.4100
H: 0.7045 -0.1587 -0.1639

Properties
Energy above the lowest of the compared OMol25 structures with the same formula, charge and spin (kcal/mol): 58.7
Net charge: 0
LUMO energy (eV): -0.12
DFT total energy (eV): -46545.728
Gap between HOMO and LUMO (eV): 8.31
HOMO energy (eV): -8.4255
SMILES: COCCNCCOC.COCCNCCOC.COCCNCCOC.O.O.O.O.O